ORCA calculation (ωB97M-V/def2-TZVPD) on a molecular structure, C48H55BrIMgN4O2PS.

Each line ends with the Löwdin charge.
Cartesian coordinates (Å):
Mg (-0.764, 0.812, 0.832)  0.459
O (-0.969, -0.346, 2.333)  -0.189
C (-1.297, -0.135, 3.581)  -0.350
C (-1.143, -1.160, 4.540)  -0.031
C (-1.506, -0.977, 5.859)  -0.094
C (-2.028, 0.245, 6.301)  -0.111
C (-2.171, 1.268, 5.387)  -0.063
C (-1.820, 1.114, 4.038)  -0.136
C (-2.027, 2.258, 3.148)  -0.065
N (-1.780, 2.237, 1.894)  -0.053
N (-2.042, 3.417, 1.170)  0.081
C (-1.642, 3.254, -0.075)  -0.459
O (-1.057, 2.192, -0.555)  -0.275
C (-1.892, 4.388, -1.019)  -0.152
C (-1.750, 4.161, -2.383)  -0.048
C (-1.982, 5.185, -3.296)  -0.080
C (-2.346, 6.447, -2.843)  -0.094
C (-2.483, 6.678, -1.476)  -0.083
C (-2.261, 5.654, -0.568)  -0.032
H (-0.736, -2.107, 4.200)  0.108
H (-1.384, -1.793, 6.564)  0.099
H (-2.316, 0.384, 7.335)  0.093
H (-2.566, 2.229, 5.708)  0.108
H (-2.416, 3.182, 3.578)  0.126
H (-1.452, 3.175, -2.721)  0.095
H (-1.876, 4.998, -4.359)  0.102
H (-2.521, 7.249, -3.551)  0.099
H (-2.762, 7.663, -1.121)  0.100
H (-2.371, 5.815, 0.496)  0.104
S (4.790, 1.543, 4.463)  1.023
C (3.403, 1.321, 3.379)  -0.498
C (2.559, 2.401, 3.175)  -0.066
C (1.499, 2.268, 2.297)  -0.112
N (1.238, 1.134, 1.631)  0.013
C (2.037, 0.076, 1.872)  -0.110
C (3.124, 0.126, 2.720)  -0.049
C (6.003, 0.505, 3.684)  -0.537
C (6.309, -0.742, 4.201)  -0.084
C (7.252, -1.517, 3.539)  -0.131
N (7.883, -1.123, 2.428)  0.074
C (7.581, 0.090, 1.948)  -0.155
C (6.653, 0.937, 2.536)  -0.093
H (2.743, 3.350, 3.665)  0.112
H (0.853, 3.114, 2.082)  0.123
H (1.793, -0.848, 1.356)  0.115
H (3.746, -0.750, 2.851)  0.114
H (5.825, -1.103, 5.099)  0.109
H (7.510, -2.504, 3.914)  0.109
H (8.112, 0.399, 1.051)  0.111
H (6.434, 1.907, 2.108)  0.117
C (-4.036, -0.253, -4.385)  -0.193
C (-4.413, 0.299, -3.013)  -0.191
C (-3.193, 0.284, -2.081)  -0.197
C (-2.292, -0.970, -2.308)  -0.409
C (-3.119, -2.122, -2.880)  -0.207
C (-3.631, -1.742, -4.283)  -0.179
P (-1.314, -1.244, -0.775)  1.124
C (0.201, -2.256, -1.133)  -0.405
C (0.125, -3.413, -2.148)  -0.188
C (0.266, -2.983, -3.610)  -0.193
C (1.526, -2.143, -3.817)  -0.191
C (1.514, -0.924, -2.896)  -0.211
C (1.432, -1.357, -1.431)  -0.219
C (-2.265, -2.336, 0.371)  -0.429
C (-2.485, -3.822, 0.009)  -0.189
C (-3.642, -4.430, 0.829)  -0.192
C (-3.709, -3.801, 2.221)  -0.194
C (-4.076, -2.307, 2.125)  -0.170
C (-3.585, -1.675, 0.808)  -0.201
H (-3.203, 0.337, -4.783)  0.112
H (-4.864, -0.138, -5.086)  0.104
H (-5.226, -0.303, -2.590)  0.113
H (-4.792, 1.320, -3.098)  0.111
H (-3.530, 0.335, -1.043)  0.089
H (-2.590, 1.180, -2.240)  0.088
H (-1.538, -0.707, -3.055)  0.095
H (-3.960, -2.334, -2.213)  0.108
H (-2.533, -3.037, -2.956)  0.086
H (-4.483, -2.379, -4.531)  0.108
H (-2.851, -1.960, -5.017)  0.103
H (0.365, -2.708, -0.149)  0.106
H (-0.788, -3.991, -2.010)  0.080
H (0.955, -4.094, -1.918)  0.121
H (-0.607, -2.397, -3.920)  0.087
H (0.288, -3.874, -4.242)  0.114
H (1.611, -1.832, -4.861)  0.111
H (2.408, -2.754, -3.587)  0.116
H (0.654, -0.287, -3.138)  0.102
H (2.408, -0.319, -3.047)  0.082
H (1.411, -0.458, -0.806)  0.044
H (2.344, -1.909, -1.173)  0.123
H (-1.620, -2.293, 1.248)  0.087
H (-1.567, -4.378, 0.225)  0.112
H (-2.695, -3.959, -1.049)  0.076
H (-3.507, -5.513, 0.901)  0.107
H (-4.596, -4.266, 0.315)  0.113
H (-2.736, -3.917, 2.713)  0.109
H (-4.437, -4.326, 2.841)  0.105
H (-3.636, -1.768, 2.967)  0.099
H (-5.158, -2.187, 2.198)  0.109
H (-3.447, -0.604, 0.963)  0.093
H (-4.339, -1.794, 0.023)  0.108
Br (3.658, 2.387, -4.609)  0.721
C (4.415, 1.798, -2.981)  -0.748
C (5.684, 1.231, -3.040)  -0.136
C (6.290, 0.761, -1.884)  -0.073
C (5.628, 0.860, -0.667)  -0.077
C (4.362, 1.426, -0.613)  -0.144
C (3.741, 1.902, -1.765)  -0.728
I (1.797, 2.621, -1.566)  1.120
H (6.186, 1.155, -3.996)  0.098
H (7.276, 0.311, -1.938)  0.108
H (6.090, 0.490, 0.242)  0.058
H (3.840, 1.496, 0.336)  0.071

Force components x, y, z for each atom (eV/Å):
0.1 -0.1 -0.4
-0.3 -0.5 0.8
0.0 0.2 -0.4
-0.1 0.0 0.1
0.0 0.1 0.0
0.0 -0.1 -0.1
0.0 0.0 0.0
0.0 0.1 -0.2
0.0 -0.3 0.2
-0.1 0.7 -0.2
0.2 -0.4 -0.1
0.1 -0.2 0.2
-0.3 0.8 0.2
0.1 -0.2 0.0
0.0 0.1 -0.2
0.0 0.0 0.1
0.0 0.0 0.1
0.0 -0.1 0.0
0.0 0.0 0.0
0.0 0.0 0.0
0.0 0.0 0.0
0.0 0.0 -0.1
0.0 -0.1 0.0
-0.1 0.0 0.1
0.0 0.1 0.0
0.0 0.0 0.1
0.0 0.0 0.0
0.0 0.0 0.0
0.0 0.0 0.0
-0.2 0.1 0.1
0.2 -0.1 -0.1
0.0 0.2 0.0
-0.1 -0.2 -0.3
0.5 -0.2 0.4
-0.3 0.4 -0.1
0.1 0.0 0.0
-0.1 0.0 -0.2
0.1 -0.1 0.1
0.2 0.1 -0.3
-0.2 0.2 0.1
0.2 -0.3 0.3
0.1 0.0 0.1
0.0 0.0 0.0
0.0 -0.1 0.0
0.0 0.1 0.1
0.0 0.0 0.0
0.0 0.0 0.0
0.0 0.1 0.0
0.0 -0.1 0.1
0.0 0.0 0.0
0.0 -0.1 0.1
0.1 -0.1 0.0
0.0 -0.1 -0.1
-0.2 0.3 0.0
0.0 0.1 -0.1
0.0 0.1 0.1
0.2 -0.3 0.2
0.3 0.1 -0.2
0.0 0.0 0.0
0.1 0.1 0.1
-0.1 0.0 0.0
-0.1 -0.2 0.1
-0.3 0.0 -0.1
-0.3 0.0 -0.2
-0.1 0.0 0.2
0.1 0.1 0.1
0.0 0.1 -0.1
0.1 -0.1 -0.1
0.1 -0.2 0.1
0.0 0.0 0.0
0.0 0.0 0.0
0.1 0.0 0.0
0.0 0.0 0.0
0.0 0.0 0.0
0.0 -0.1 0.0
0.0 0.1 0.0
0.0 0.0 0.0
0.0 0.0 0.0
0.0 0.0 0.0
0.0 0.0 0.0
0.0 0.0 0.1
0.0 0.0 0.0
0.0 0.0 0.0
0.1 -0.1 0.0
0.0 0.0 0.0
0.0 0.0 0.0
0.0 0.0 0.0
0.1 0.0 0.0
0.0 0.0 0.0
0.0 -0.1 0.0
0.0 0.0 0.0
0.1 0.0 0.1
0.0 0.0 0.0
0.0 0.0 0.0
0.0 0.0 0.0
0.1 0.0 0.0
-0.1 0.0 0.0
0.0 0.0 0.0
0.0 0.0 0.0
0.0 0.0 0.0
0.0 0.0 0.0
0.0 0.0 0.0
-0.1 0.0 0.0
0.0 0.0 0.1
0.0 0.0 0.1
0.0 0.0 0.0
0.0 0.0 0.0
0.1 0.0 0.0
0.0 0.0 -0.1
0.0 0.0 -0.1
0.0 0.0 0.1
-0.1 0.1 0.0
-0.3 0.0 -0.4
0.1 0.0 -0.1

Computed properties:
energy above the lowest of the compared OMol25 structures with the same formula, charge and spin = 52.05 kJ/mol
E = -164440.979 eV
LUMO level = -0.0959 eV
Kohn-Sham gap = 7.14 eV
2S+1 = 1
HOMO level = -0.2661 hartree